Record 1
2 unconnected molecules or ions with the total composition C2H12O2Si3, computed with ωB97M-V with the def2-TZVPD basis set.

The value obtained for the HOMO-LUMO gap is 7.94 eV. As for the spin multiplicity: 1. The calculation puts the energy above the lowest of the compared OMol25 structures with the same formula, charge and spin at 81.3 kcal per mole.

Last column: Mulliken charge in e.
Geometry (Å):
C  3.7160  0.8190  0.9062  -0.95
C  2.3742  -0.9766  -1.2253  -0.93
O  -2.8895  2.5305  -0.5886  -0.30
O  -3.4433  1.2208  -0.2585  -0.08
Si  -4.1986  -1.4375  0.4383  0.33
Si  2.0545  0.3158  0.1286  0.40
Si  -2.4338  -0.0764  -0.1255  0.12
H  4.4161  1.1832  0.1587  0.29
H  3.5830  1.6075  1.6409  0.28
H  4.1889  -0.0175  1.4138  0.30
H  2.8995  -0.5371  -2.0693  0.30
H  2.9783  -1.8060  -0.8640  0.29
H  1.4410  -1.3864  -1.6001  0.28
H  -3.6767  3.0875  -0.5483  0.32
H  -5.6561  -1.3029  0.2738  -0.14
H  -4.0550  -1.7425  1.8776  -0.12
H  -3.8822  -2.7053  -0.2449  -0.13
H  1.1851  -0.2521  1.1712  -0.12
H  1.3986  1.4761  -0.4846  -0.12

***

Record 2
A molecular structure, C28H33Br39O15, computed with ωB97M-V with the def2-TZVPD basis set.

The value obtained for the HOMO-LUMO gap is 9.27 eV. As for the spin multiplicity: 1.

Last column: Mulliken charge in e.
Geometry (Å):
C  2.1216  -0.0155  6.2681  -0.08
C  2.5552  -1.1514  7.0772  -0.28
O  1.3921  -1.8536  7.4972  -0.36
C  0.3848  -1.5082  6.6243  0.45
O  -0.6152  -2.0698  6.4781  -0.44
O  0.7543  -0.4295  5.8204  -0.19
H  2.7475  0.2269  5.4036  0.08
H  1.8916  0.9156  6.8208  0.28
H  3.0401  -0.8637  7.9972  0.30
H  3.2518  -1.7282  6.4465  0.22
C  2.4949  -4.0431  1.4302  -0.10
C  1.1666  -3.6595  2.0828  0.08
O  1.5650  -2.5236  2.8677  -0.35
C  2.8620  -2.1159  2.6339  0.41
O  3.2695  -1.1655  3.2593  -0.47
O  3.4053  -2.9929  1.7742  -0.24
H  2.5172  -4.0310  0.3007  -0.08
H  2.9326  -4.9763  1.7143  0.39
H  0.7455  -4.3577  2.7874  0.43
H  0.4162  -3.2884  1.3638  -0.06
C  5.5813  -0.3702  0.1992  0.34
C  6.2629  -0.5997  1.5535  -0.18
O  6.3170  0.7780  2.0415  -0.44
C  5.3844  1.5438  1.4561  0.40
O  5.0016  2.6023  1.7822  -0.45
O  4.9311  0.8692  0.3350  0.09
H  4.8501  -1.1407  -0.0249  -0.35
H  6.3144  -0.2551  -0.6416  0.33
H  7.2903  -0.9532  1.5775  0.34
H  5.6425  -1.2109  2.2691  -0.03
C  -0.4605  -0.2466  -1.4995  1.03
C  -0.5281  -0.6917  -0.0813  -0.11
O  0.6573  -1.5158  0.0656  0.28
C  1.4613  -1.3181  -0.9650  -0.24
O  2.5832  -1.6280  -1.0154  -0.03
O  0.8018  -0.5983  -1.9499  -0.39
H  -0.6369  0.8235  -1.6008  0.03
H  -1.1458  -0.7554  -2.1675  -0.76
H  -1.4000  -1.2999  0.0816  0.10
H  -0.5003  0.0925  0.6119  0.00
C  -5.5614  2.3769  1.7744  -0.21
C  -5.7873  0.9260  1.3789  -0.42
O  -4.4996  0.4935  0.9884  -0.04
C  -3.6436  1.5421  0.8031  0.06
O  -2.5440  1.4633  0.3521  -0.14
O  -4.3091  2.6878  1.1100  -0.03
H  -5.4219  2.4506  2.8528  0.17
H  -6.3213  3.0882  1.4131  0.30
H  -6.2508  0.8991  0.4243  0.20
H  -6.1640  0.2121  2.0978  0.23
C  -3.9317  6.7812  -0.4893  -0.44
Br  -2.6934  5.3217  -0.7633  0.15
Br  -2.9384  8.2408  0.4050  -0.07
Br  -5.4662  6.1713  0.5477  -0.08
H  -4.2583  7.1198  -1.4534  0.41
C  3.3635  6.3887  -1.1529  0.31
Br  5.1113  6.0057  -0.4633  -0.01
Br  3.6182  6.3256  -3.0650  -0.05
Br  2.8173  8.2011  -0.4837  -0.05
H  2.5530  5.6625  -0.8295  -0.36
C  -3.3813  -6.3108  0.3749  -0.29
Br  -3.9386  -7.4627  1.7071  0.00
Br  -3.3835  -4.4585  0.8873  0.21
Br  -4.1116  -6.6502  -1.4150  -0.04
H  -2.3145  -6.5283  0.1989  0.19
C  -0.8542  -3.9222  -3.7727  0.06
Br  -0.1691  -5.3581  -4.9039  -0.06
Br  -0.6440  -4.3918  -1.9393  0.09
Br  -2.7163  -3.5310  -4.1708  0.02
H  -0.2215  -3.0730  -3.9878  -0.04
C  -3.3479  -0.1417  -4.0036  0.00
Br  -3.8415  1.4165  -2.8933  0.00
Br  -1.8190  0.1112  -5.1315  0.04
Br  -4.9058  -0.7607  -5.0693  -0.04
H  -2.9541  -0.9234  -3.3384  -0.14
C  3.2425  1.0236  -4.1155  0.08
Br  4.7235  1.1876  -5.4431  -0.11
Br  2.0967  2.5473  -4.4190  0.01
Br  4.0228  0.9077  -2.3644  0.11
H  2.6536  0.0954  -4.2369  -0.04
C  2.1545  3.1251  0.4267  -0.61
Br  2.2963  4.6898  1.6777  0.01
Br  0.8079  3.4161  -0.8453  0.22
Br  1.9189  1.4826  1.4292  0.07
H  3.0633  3.1874  -0.1368  0.49
C  -1.0043  4.6424  4.2050  0.23
Br  -1.0338  6.4941  3.7630  -0.06
Br  -2.3587  3.8994  3.1180  -0.04
Br  -1.0119  4.0731  6.0550  -0.07
H  -0.1789  4.1242  3.7146  -0.13
C  -1.6677  5.4760  -4.6518  -0.21
Br  -3.5931  5.5375  -4.2255  -0.08
Br  -1.0957  6.6367  -5.9893  0.00
Br  -1.1623  3.6638  -5.1854  -0.01
H  -1.0841  5.6724  -3.7879  0.23
C  2.2700  -1.4050  -7.8508  -0.35
Br  2.4274  -2.5268  -6.2491  0.11
Br  0.4276  -1.0954  -8.4322  -0.03
Br  3.3669  -2.2545  -9.2638  -0.06
H  2.7420  -0.4249  -7.6957  0.30
C  -7.0125  -4.1508  -1.1115  0.44
Br  -7.1382  -2.2279  -0.9438  0.05
Br  -6.9235  -4.7550  -3.0747  -0.11
Br  -8.3352  -5.2045  -0.1736  -0.01
H  -6.0344  -4.6184  -0.9568  -0.41
C  -3.6943  -1.5866  4.7588  -0.07
Br  -2.9320  -1.2769  2.9262  0.10
Br  -4.8887  -3.1119  4.8767  -0.06
Br  -4.2968  0.1342  5.3340  -0.04
H  -2.8502  -1.9838  5.3782  0.10
C  4.7159  -3.5846  -2.5664  1.81
Br  5.8142  -2.7197  -3.9631  -0.08
Br  5.6521  -4.4105  -1.1438  -0.07
Br  3.3894  -4.7034  -3.4526  -0.10
H  4.1355  -2.8431  -2.0492  -1.47

***

Record 3
2 unconnected molecules or ions with the total composition C2H9NOS2, computed with ωB97M-V with the def2-TZVPD basis set.

The value obtained for the HOMO-LUMO gap is 8.13 eV. As for the spin multiplicity: 1. The calculation puts the energy above the lowest of the compared OMol25 structures with the same formula, charge and spin at 56.6 kcal per mole.

Last column: Mulliken charge in e.
Geometry (Å):
C  2.2465  -1.4547  2.4281  -0.79
S  2.4080  0.1792  1.7750  -0.04
S  2.1370  -0.7176  -0.2832  -0.18
H  3.2875  -1.9922  2.1695  0.27
H  2.1025  -1.2349  3.4908  0.27
H  1.4922  -2.1131  2.0435  0.32
H  2.7413  0.3371  -0.5937  0.13
N  -3.0083  0.7192  -1.8704  -0.63
C  -1.7657  0.9599  -1.1367  -0.26
O  -0.4719  1.3957  -1.6188  -0.49
H  -3.5464  0.0757  -1.2308  0.27
H  -3.7333  1.4608  -1.8283  0.26
H  -1.5035  -0.0722  -0.6418  0.25
H  -2.0486  1.5842  -0.2329  0.28
H  -0.3373  0.8728  -2.4701  0.33

***

Record 4
A molecular structure, C21H48AlNO3PS, computed with ωB97M-V with the def2-TZVPD basis set.

The value obtained for the HOMO-LUMO gap is 6.96 eV. As for the spin multiplicity: 1. As for the net charge: -1.

Last column: Mulliken charge in e.
Geometry (Å):
C  0.4066  -5.6703  0.9838  -0.85
C  1.1266  -5.1565  -0.3158  -0.62
Al  0.5625  -3.2286  -0.7309  -0.26
C  1.5205  -2.5766  -2.3954  -0.91
C  0.6312  -2.3651  -3.6800  -0.57
C  0.4802  -0.8409  -3.9764  -0.39
C  -0.9956  -0.3448  -4.1901  -0.74
C  -1.1630  0.9664  -3.4019  0.12
C  -2.3982  1.8395  -3.7878  -1.17
C  -3.4575  1.8324  -2.6482  -0.39
C  -3.2965  2.9464  -1.5987  -1.06
C  -1.8784  3.0519  -0.9901  -0.28
C  -1.7134  2.1122  0.2312  0.02
C  -0.4217  2.3690  1.0572  -0.17
C  0.7983  2.6305  0.1585  -0.30
N  2.0720  2.2062  0.7387  0.41
C  3.1698  2.9539  0.4797  -0.39
C  4.2677  2.3741  1.0820  -0.40
C  3.7366  1.2089  1.7302  -0.59
C  2.3830  1.1359  1.5124  -0.46
P  -1.8038  -3.2863  -0.8978  0.13
S  -2.5201  -1.4383  -0.7381  -0.38
H  1.0911  -6.1875  1.6718  0.28
H  -0.4182  -6.3468  0.7151  0.24
H  -0.0145  -4.8053  1.5244  0.11
H  2.2122  -5.1827  -0.1481  0.42
H  0.7987  -5.7787  -1.1631  0.30
H  0.9334  -2.3206  0.5327  -0.12
H  2.2678  -3.3582  -2.6276  0.34
H  2.0860  -1.6711  -2.1306  0.50
H  1.1508  -2.8190  -4.5365  0.30
H  -0.3587  -2.7976  -3.4928  0.26
H  1.0947  -0.4826  -4.8145  0.35
H  0.8366  -0.3195  -3.0753  0.01
H  -1.6540  -1.1267  -3.7797  0.24
H  -1.2455  -0.2629  -5.2590  0.44
H  -0.2533  1.5742  -3.5312  0.44
H  -1.2554  0.6896  -2.3442  -0.24
H  -2.8847  1.5094  -4.7156  0.43
H  -2.0514  2.8780  -3.9096  0.40
H  -3.5261  0.8306  -2.2026  0.20
H  -4.4387  1.9956  -3.1344  0.36
H  -3.6353  3.9348  -1.9440  0.36
H  -3.9705  2.6907  -0.7617  0.35
H  -1.7751  4.0816  -0.5923  0.56
H  -1.0714  2.9530  -1.7260  0.12
H  -2.5650  2.3440  0.8909  0.51
H  -1.7960  1.0561  -0.0591  -0.53
H  -0.2505  1.4805  1.6777  -0.21
H  -0.6600  3.2117  1.7253  0.22
H  0.8519  3.6957  -0.0926  0.21
H  0.6299  2.0955  -0.7901  -0.10
H  3.1909  3.8672  -0.1041  0.29
H  5.2944  2.7109  1.0511  0.46
H  4.3440  0.5002  2.2853  0.36
H  1.6703  0.3887  1.8434  0.30
H  -2.3712  -4.1093  0.1115  0.05
H  -2.2174  -3.8753  -2.1296  0.05
C  7.2453  1.8469  3.1564  -0.55
O  7.3492  1.7496  1.7406  -0.48
H  7.0324  2.8823  3.4121  0.23
H  6.4326  1.2143  3.5214  0.23
H  8.1857  1.5463  3.6280  0.30
H  7.5345  0.8307  1.5284  0.28
C  -1.5165  -0.4980  3.1098  -0.72
O  -0.4046  -0.8620  2.3025  -0.25
H  -1.2900  0.4440  3.6063  0.30
H  -2.4066  -0.3709  2.4849  0.25
H  -1.7038  -1.2644  3.8667  0.41
H  -0.6242  -1.6976  1.8693  -0.01
C  -4.8408  -0.4086  5.1666  -0.56
O  -3.5514  0.1499  5.3890  -0.45
H  -4.9405  -0.6211  4.1049  0.22
H  -4.9548  -1.3384  5.7309  0.26
H  -5.6189  0.2996  5.4658  0.27
H  -3.4738  0.3331  6.3291  0.27

***

Record 5
A single C7H16OP2 molecule, computed with ωB97M-V with the def2-TZVPD basis set.

The value obtained for the HOMO-LUMO gap is 9.14 eV. As for the spin multiplicity: 1. The calculation puts the energy above the lowest of the compared OMol25 structures with the same formula, charge and spin at 0.0 kcal per mole.

Last column: Mulliken charge in e.
Geometry (Å):
C  -0.1027  -0.6195  -0.0612  0.18
C  1.3487  1.3935  0.9989  -1.55
C  2.5011  -0.8204  0.6244  -1.81
C  1.8575  0.6460  -1.2461  -1.47
C  -2.2822  -0.1868  1.6608  -1.12
C  -2.9646  -0.4155  -1.0003  -1.13
C  1.4596  0.2321  0.0896  1.34
O  -1.4650  1.6987  -0.2987  -0.74
P  0.1987  -2.2112  -0.4096  -0.01
P  -1.6187  0.2915  0.0225  0.89
H  1.2364  1.0134  2.1046  0.25
H  0.4836  1.9711  0.8733  0.44
H  2.3484  1.9329  0.9323  0.37
H  3.4084  -0.3651  0.9613  0.48
H  2.1507  -1.2820  1.5040  0.45
H  2.5715  -1.6251  -0.1737  0.37
H  2.8699  1.0185  -1.1165  0.45
H  1.1980  1.4335  -1.7874  0.28
H  1.6526  -0.1015  -2.0378  0.36
H  -1.7009  0.2555  2.4506  0.36
H  -3.3942  0.0073  1.9176  0.34
H  -2.1215  -1.3363  1.7752  0.28
H  -2.7466  -0.2444  -2.1385  0.29
H  -2.9881  -1.4519  -0.8595  0.42
H  -4.0794  0.0486  -0.7647  0.28
H  -1.2046  -2.7892  -0.3464  -0.03

***

| no. | F_max (eV Å⁻¹) |
| --- | --- |
| 1 | 1.5 |
| 2 | 4.0 |
| 3 | 4.7 |
| 4 | 2.0 |
| 5 | 4.1 |